Computed, not measured: a molecular structure, C20H26F2N5O3ReS, with wB97M-V/def2-TZVPD.

- Kohn-Sham gap (spin up / spin down): 0.220 / 0.233 hartree
- Relative energy (zero: lowest compared OMol25 entry of this formula, charge and spin): 0.000 eV

ORCA input file:
```
! RIJCOSX wB97M-V def2-TZVPD def2/J DEFGRID3
* xyz 3 2
Re -0.107 -0.520 0.085
C 4.587 -0.444 2.747
N 3.835 -0.419 1.487
C 4.669 -0.555 0.284
C 2.539 -0.339 1.413
O 1.927 -0.388 0.288
C 1.676 -0.206 2.662
O 0.331 0.116 2.271
C -0.122 1.450 2.540
C -0.286 2.195 1.220
O -0.211 1.500 0.144
N -0.508 3.473 1.191
C -0.597 4.281 2.417
C -0.659 4.205 -0.075
H 5.278 0.398 2.764
H 5.155 -1.372 2.790
H 3.933 -0.397 3.612
H 5.482 0.165 0.355
H 4.079 -0.362 -0.603
H 5.084 -1.562 0.253
H 2.061 0.558 3.336
H 1.641 -1.157 3.200
H 0.576 1.969 3.198
H -1.083 1.379 3.056
H -1.089 3.730 3.216
H -1.197 5.159 2.194
H 0.397 4.603 2.726
H -0.380 3.570 -0.908
H -0.012 5.079 -0.037
H -1.695 4.527 -0.171
F 1.928 -0.471 -4.869
C 0.847 -0.423 -4.110
C 0.989 -0.578 -2.736
C -0.148 -0.520 -1.929
C -1.426 -0.314 -2.515
C -1.504 -0.172 -3.898
F -2.681 0.019 -4.481
C -0.384 -0.222 -4.712
C -2.549 -0.283 -1.576
C -3.899 -0.153 -1.889
C -4.838 -0.172 -0.873
C -4.428 -0.329 0.447
C -3.081 -0.455 0.700
N -2.157 -0.425 -0.279
H 1.977 -0.724 -2.323
H -0.473 -0.106 -5.783
H -4.207 -0.043 -2.916
H -5.889 -0.075 -1.110
H -5.139 -0.365 1.259
H -2.703 -0.607 1.704
N -0.764 -3.704 -1.766
C -0.621 -3.975 -0.489
N -0.750 -5.201 -0.024
S -0.199 -2.767 0.724
H -0.988 -4.427 -2.436
H -0.620 -2.764 -2.107
H -0.946 -5.989 -0.627
H -0.656 -5.391 0.963
*
```

Mulliken population analysis, charges in e, atoms 1 to 8:
1 Re 0.88
2 C -0.97
3 N 0.04
4 C -0.89
5 C 1.30
6 O -0.61
7 C -1.30
8 O -0.46

Computed, not measured: C20H26FN5O3 in the gas phase, with wB97M-V/def2-TZVPD.

- Kohn-Sham gap: 0.355 hartree
- Relative energy (zero: lowest compared OMol25 entry of this formula, charge and spin): 1.140 eV

ORCA input file:
```
! RIJCOSX wB97M-V def2-TZVPD def2/J DEFGRID3
* xyz 0 1
C -2.417 0.241 1.230
C -0.970 0.200 0.758
C -0.836 0.643 -0.696
N 0.565 0.865 -1.015
C 0.983 2.108 -1.350
O 0.233 3.063 -1.480
C 2.466 2.298 -1.495
N 3.025 2.429 -2.682
N 4.326 2.615 -2.420
C 4.610 2.601 -1.104
C 3.418 2.393 -0.449
C 3.165 2.249 0.987
C 4.047 1.564 1.818
C 3.730 1.408 3.158
N 2.617 1.876 3.715
C 1.784 2.544 2.920
C 2.007 2.759 1.569
C 1.414 -0.305 -0.845
C 1.262 -0.896 0.559
C -0.190 -1.103 1.021
N -0.737 -2.386 0.533
C -1.886 -2.896 1.283
C -0.711 -2.736 -0.824
O 0.282 -3.177 -1.360
C -2.010 -2.854 -1.616
O -2.957 -1.881 -1.258
C -4.194 -2.055 -1.913
C -5.154 -1.021 -1.405
F -5.460 -1.281 -0.076
H -3.067 -0.362 0.601
H -2.510 -0.110 2.259
H -2.780 1.271 1.198
H -0.417 0.943 1.348
H -1.254 -0.110 -1.372
H -1.366 1.577 -0.866
H 4.957 2.763 -3.188
H 5.608 2.760 -0.731
H 4.954 1.128 1.421
H 4.404 0.869 3.815
H 0.886 2.933 3.388
H 1.294 3.325 0.983
H 1.158 -1.041 -1.609
H 2.452 -0.026 -1.008
H 1.792 -1.848 0.602
H 1.733 -0.210 1.268
H -0.156 -1.236 2.108
H -2.076 -3.927 0.984
H -1.601 -2.920 2.336
H -2.807 -2.327 1.176
H -1.738 -2.784 -2.675
H -2.405 -3.866 -1.447
H -4.080 -1.933 -2.999
H -4.593 -3.060 -1.721
H -4.714 -0.025 -1.458
H -6.084 -1.049 -1.976
*
```

Mulliken population analysis, charges in e, atoms 1 to 8:
1 C -2.15
2 C 1.99
3 C -1.56
4 N 0.16
5 C 0.10
6 O -0.68
7 C 0.20
8 N -0.86